The following is a quantum chemistry calculation of an isolated ion of composition C7H8N3O3S and charge -1 in a non-equilibrium geometry, from OMol25.

```
22
Properties=species:S:1:pos:R:3:mulliken_charge:R:1
C -0.70235 -0.45868 -0.50552 -0.4200
C -2.48272 -1.07402 -0.33748 0.2446
C -0.49306 0.91042 -0.48988 0.7927
C -2.92717 1.11365 0.12514 0.5652
C 2.88617 -1.41170 0.37239 0.0354
C 1.99460 -1.04619 -0.53179 -0.3883
C 4.22811 -0.60622 0.41479 -1.2088
N -3.35726 -0.11602 0.08062 -0.6459
N -1.79883 1.64660 -0.27856 -0.1867
N -3.81955 2.16850 0.51241 -0.4581
O -2.73035 -2.18089 -0.71413 -0.5383
O 0.50803 1.68840 -0.42877 -0.7877
O 0.01549 -2.71910 0.49758 -0.6394
S 0.31378 -1.85348 -0.69339 0.2906
H 2.78206 -2.28308 0.96694 0.4269
H 1.90374 -0.15424 -1.20024 0.2531
H 4.49222 -0.48554 1.43360 0.3439
H 4.93112 -1.17779 -0.10130 0.3226
H 4.23889 0.39235 -0.05287 0.2992
H -1.62330 2.57177 -0.02865 0.2517
H -4.73143 1.87785 0.77556 0.2342
H -3.62818 3.19742 0.18354 0.2130
```

Output
Charge   -1
HOMO energy   -3.72 eV
Molar mass   214.2 g mol⁻¹
Orbital gap   0.2587 hartree

The following is a quantum chemistry calculation of an isolated ion of composition C7H8N3S and charge +1 in a non-equilibrium geometry, from OMol25.

```
19
Properties=species:S:1:pos:R:3:mulliken_charge:R:1
C -1.17837 1.25155 -2.80846 -1.0898
C -0.72660 0.89646 -1.46622 0.4707
N 0.24569 0.04631 -1.18628 0.1624
C 0.88535 -0.63382 -2.19546 0.2777
N 1.35068 -1.26879 -3.02823 -0.2949
C 0.52603 -0.47094 0.10627 0.3972
C 1.56058 -1.29482 0.39125 -0.5801
S 1.75016 -1.48014 2.09611 -0.0746
C 0.22875 -0.54609 2.30397 0.4133
C -0.40431 -0.16633 3.61680 -0.8661
N -0.22472 -0.13090 1.16518 -0.4506
H -1.00140 2.29385 -3.10616 0.3298
H -0.57203 0.58638 -3.43664 0.2810
H -2.28615 1.04606 -3.01391 0.3280
H -1.13762 1.57533 -0.54840 0.3713
H 2.34897 -1.41545 -0.32270 0.3831
H -0.85076 0.75216 3.26575 0.2796
H -0.93638 -1.04492 3.85607 0.3189
H 0.42213 0.00411 4.31105 0.3430
```

Output
Structure (SMILES)   C/C=[N+](\C#N)c1csc(C)n1
Charge   +1
HOMO energy (alpha / beta)   -13.44 / -13.44 eV
Molar mass   166.2 g mol⁻¹
Orbital gap (alpha / beta)   0.2797 / 0.2798 hartree

The following is a quantum chemistry calculation of the molecule C7H8N4O2S2 in a non-equilibrium geometry, from OMol25.

```
23
Properties=species:S:1:pos:R:3:mulliken_charge:R:1
S -0.62615 2.86973 0.31008 -0.3708
C -0.96459 1.33823 0.72186 0.1445
N -0.64290 0.66365 1.86152 0.3020
N -1.07060 -0.61842 1.79390 -0.6723
C -1.65091 -0.72350 0.65541 0.6951
C -2.26086 -1.93735 0.06380 -0.7565
C -1.19663 -2.91778 -0.45297 -0.7243
C -0.46074 -2.40823 -1.69686 -0.5788
C 0.37124 -1.21570 -1.41383 0.6348
N 0.47212 -0.15427 -2.12479 -0.6896
N 1.33960 0.64329 -1.45776 0.2835
C 1.74626 0.04761 -0.30187 0.1305
S 2.72102 0.62214 0.85959 -0.3681
O 1.13524 -1.16810 -0.28777 -0.2669
O -1.63417 0.44027 -0.05028 -0.2816
H -0.07165 0.99378 2.62207 0.2308
H -2.84792 -2.43388 0.83716 0.3863
H -2.91744 -1.62932 -0.75104 0.2853
H -1.69118 -3.85513 -0.70816 0.3462
H -0.47745 -3.11271 0.34363 0.4079
H -1.15850 -2.14274 -2.49166 0.3236
H 0.19412 -3.20305 -2.06516 0.3069
H 1.51790 1.59112 -1.74730 0.2315
```

Output
Structure (SMILES)   S=c1[nH]nc(CCCc2n[nH]c(=S)o2)o1
Charge   0
HOMO energy   -8.42 eV
Molar mass   244.3 g mol⁻¹
Orbital gap   0.3292 hartree

The following is a quantum chemistry calculation of an isolated ion of composition C7H8NO2S and charge -1 in a non-equilibrium geometry, from OMol25.

```
19
Properties=species:S:1:pos:R:3:mulliken_charge:R:1
C -0.07080 -0.13808 0.02221 0.4724
C -1.51037 -1.32133 3.48198 0.4558
C -2.66309 -0.94554 1.17832 -0.5182
C -1.72334 -1.72964 0.21984 -0.2905
C -1.62984 -0.53352 2.16425 0.2926
C 2.38706 0.66130 -0.23837 -0.9805
C 0.91864 0.69521 -0.74287 -0.6779
N -0.68654 -1.21142 -0.39333 -0.6164
O -0.46267 -1.08722 4.14576 -0.7439
O -2.45696 -2.08877 3.69922 -0.7148
S -0.43820 0.53124 1.66405 -0.1333
H -3.18372 -0.13844 0.64257 0.2588
H -3.35082 -1.74444 1.59384 0.2109
H -1.81188 -2.76768 0.24833 0.4686
H 2.47563 0.44188 0.85516 0.3418
H 2.85523 1.45987 -0.87001 0.2753
H 2.89750 -0.19784 -0.66716 0.3001
H 0.99646 0.47726 -1.75815 0.3549
H 0.44601 1.76213 -0.60833 0.2443
```

Output
Charge   -1
HOMO energy   -3.68 eV
Molar mass   170.2 g mol⁻¹
Orbital gap   0.2515 hartree